1.
An isolated molecule of C5H10O5 at a distorted geometry. Source: the Open Molecules 2025 dataset; level of theory: the ωB97M-V functional and the def2-TZVPD basis.

Geometry as ORCA input:
```
! wB97M-V def2-TZVPD RIJCOSX def2/J DEFGRID3
* xyz 0 1
O 2.0299 -1.5829 -0.6805
O 1.7906 0.4415 1.1309
O -0.0966 2.5971 0.6961
O 0.3171 -0.9337 -2.0451
O -0.0830 -1.9038 -0.0672
C -2.4082 0.0058 0.6351
C 1.0031 0.4900 -0.0593
C -1.2758 0.5957 1.0461
C -0.2988 1.2876 0.1437
C 0.7503 -0.9880 -0.7123
H 1.6297 1.0287 -0.7794
H 2.2630 -0.4122 1.1703
H -0.4650 -2.4092 -0.8051
H -2.6542 -0.1055 -0.4158
H 1.8421 -2.5173 -0.4924
H 0.8565 2.7741 0.7496
H -1.0749 0.6879 2.1129
H -3.1208 -0.3894 1.3536
H -0.7626 1.4824 -0.8296
H -0.2424 -0.1487 -2.1515
*
```

SMILES   C=C[C@@H](O)[C@@H](O)C(O)(O)O
LUMO   0.48 eV
Kohn-Sham gap   10.129 eV
HOMO   -0.35471 Ha
E   -572.67256 a.u.

Here is what Löwdin gives for the atomic charges, in e: O 0.040; O -0.007; O -0.016; O 0.063; O 0.047; C 0.023; C -0.204; C -0.115; C -0.335; C -0.585; H 0.156; H 0.106; H 0.125; H 0.060; H 0.119; H 0.097; H 0.120; H 0.058; H 0.143; H 0.105


2.
A cluster of 2 separate species, C26H27N3O7S2 in total at a distorted geometry. Source: the Open Molecules 2025 dataset; level of theory: the ωB97M-V functional and the def2-TZVPD basis.

Geometry as ORCA input:
```
! wB97M-V def2-TZVPD RIJCOSX def2/J DEFGRID3
* xyz 0 1
S -2.9946 0.8955 -6.4168
S -1.7110 -1.4610 -4.4200
O 4.2822 -0.2137 0.8551
O -0.8826 -4.0389 -1.5739
O -4.0667 -0.7602 0.2897
O -5.5054 -0.3683 2.4174
O 0.0222 -3.7651 -3.6685
O 4.9232 3.4583 3.3767
O -6.5656 -2.1353 3.3729
N -2.9154 -2.3962 -0.7952
N 4.9259 1.9285 1.0435
N 4.4527 1.3359 3.9997
C 0.5567 2.2172 1.0903
C -4.8214 2.5072 -5.4893
C -1.7553 -2.3385 -2.8972
C 0.9699 -0.1284 1.5905
C 4.2987 0.8364 1.4927
C -5.6079 -1.6684 2.7867
C -4.5090 1.5818 -4.4087
C 5.6210 2.0245 -0.2378
C -0.0023 -0.5010 0.6448
C 0.9426 -4.8329 -3.3947
C -0.4215 1.8448 0.1520
C -2.7150 -1.8287 -2.0488
C 5.9178 2.6747 5.3790
C 2.2804 1.6574 2.8609
C -3.0143 -0.3997 -3.9026
C -4.0858 2.2576 -6.6201
C -4.5148 -2.6167 2.5640
C -3.6200 -2.7017 1.5037
C -0.6987 0.4871 -0.0714
C 5.0480 2.5210 4.1533
C 3.6120 0.8816 2.8739
C -3.5878 -1.8854 0.2929
C -0.8290 -3.4538 -2.6575
C -3.4417 -0.7093 -2.6347
C -3.5471 0.6619 -4.7595
C 1.2598 1.2339 1.8143
H -5.5545 3.3057 -5.4076
H -4.4533 -3.3809 3.3311
H 5.0588 1.4886 -1.0054
H 6.3336 3.6820 5.3918
H 1.8111 1.5549 3.8400
H -1.4439 0.2096 -0.8001
H 0.7616 3.2647 1.2584
H 0.4076 -5.7723 -3.2184
H -4.1640 2.8317 -7.5382
H -4.9857 1.6221 -3.4339
H 4.6346 0.6550 4.7180
H -4.2421 -0.1834 -2.1258
H 1.6106 -4.9738 -4.2495
H 3.3630 -0.1564 3.0893
H -4.8122 -0.3008 1.7247
H -2.3959 -3.2600 -0.6394
H 1.4976 -0.8974 2.1337
H -2.9086 -3.5195 1.5340
H -0.9605 2.6021 -0.3996
H 6.7276 1.9478 5.3414
H 5.7166 3.0705 -0.5314
H 5.3169 2.5193 6.2733
H -0.2047 -1.5460 0.4590
H 2.4984 2.7159 2.7168
H 6.6135 1.5796 -0.1532
H 4.9179 2.7432 1.6497
H 1.5556 -4.6043 -2.5161
*
```

SMILES   COC(=O)c1sc(-c2cccs2)cc1NC(=O)/C=C\C(=O)O.CNC(=O)[C@H](Cc1ccccc1)NC(C)=O
LUMO   -0.83 eV
Kohn-Sham gap   7.613 eV
HOMO   -0.31043 Ha
E   -2494.35113 a.u.

Here is what Löwdin gives for the atomic charges, in e: S 0.996; S 1.098; O 0.045; O 0.065; O 0.064; O 0.111; O -0.057; O 0.029; O 0.102; N 0.160; N 0.037; N 0.116; C -0.032; C -0.170; C -0.358; C -0.027; C -0.455; C -0.511; C -0.103; C -0.051; C -0.062; C -0.039; C -0.068; C -0.238; C 0.006; C -0.096; C -0.500; C -0.395; C 0.058; C 0.043; C -0.076; C -0.538; C -0.187; C -0.420; C -0.468; C -0.033; C -0.540; C -0.207; H 0.102; H 0.123; H 0.085; H 0.087; H 0.127; H 0.078; H 0.106; H 0.098; H 0.067; H 0.112; H 0.145; H 0.113; H 0.096; H 0.138; H 0.063; H 0.121; H 0.105; H 0.111; H 0.098; H 0.085; H 0.083; H 0.084; H 0.091; H 0.110; H 0.083; H 0.094; H 0.100


3.
An isolated molecule of C2H4N2S2 at a distorted geometry. Source: the Open Molecules 2025 dataset; level of theory: the ωB97M-V functional and the def2-TZVPD basis.

Geometry as ORCA input:
```
! wB97M-V def2-TZVPD RIJCOSX def2/J DEFGRID3
* xyz 0 1
S 0.9410 -1.1552 -0.1811
S -2.4784 0.4124 -0.1037
N 0.5071 0.5417 -0.2240
N -1.7587 -1.0269 -0.0115
C -0.6638 -1.7577 0.0526
C 1.5422 1.3131 0.0291
H -0.7817 -2.8460 0.0750
H -1.3987 1.1416 -0.1229
H 1.6473 2.4836 -0.1678
H 2.4438 0.8934 0.6543
*
```

SMILES   C=NS/C=N\S
LUMO   0.14 eV
Kohn-Sham gap   8.174 eV
HOMO   -0.29537 Ha
E   -984.37403 a.u.

Here is what Löwdin gives for the atomic charges, in e: S 0.875; S 0.756; N -0.387; N -0.544; C -0.574; C -0.162; H 0.061; H -0.207; H 0.108; H 0.076